Entry 1:
ORCA calculation (ωB97M-V with the def2-TZVPD basis set) on a 2-piece molecular cluster, C4H7NO2 overall.

```
14
Properties=species:S:1:pos:R:3:nbo_charge:R:1
C -2.06 0.81 0.05 -0.649
C -0.83 0.02 0.43 0.356
O -0.48 -0.87 -0.69 -0.455
C 0.70 -0.68 -1.18 0.261
C 1.26 0.43 -0.31 0.364
N 2.42 0.91 -0.40 -0.588
O 0.30 0.82 0.60 -0.502
H -2.32 1.50 0.85 0.233
H -2.89 0.12 -0.12 0.232
H -1.86 1.37 -0.86 0.228
H -0.97 -0.62 1.30 0.178
H 1.97 -2.58 -0.31 0.005
H 2.20 -2.88 0.34 -0.012
H 2.58 1.64 0.30 0.350
```

Summary:
Charge: 0
Energy relative to the best compared isomer or geometry (same formula, charge and spin) (kcal per mole): 102.4
Kohn-Sham gap (Eh): 0.33704
E_HOMO (hartree): -0.3456
Max |F| (eV/A): 0.6

Entry 2:
ORCA calculation (ωB97M-V with the def2-TZVPD basis set) on a 8-piece molecular cluster, C21H51INO9PSi overall.

```
85
Properties=species:S:1:pos:R:3:lowdin_charge:R:1
N -1.83 1.14 1.32 -0.378
P -3.26 0.52 1.56 0.539
Si -3.35 -1.66 0.88 -0.009
I -1.08 -2.36 0.52 0.567
O -4.07 -2.70 1.98 -0.201
C -5.44 -2.79 2.08 -0.501
O -5.97 -3.84 2.26 0.169
C -6.15 -1.47 2.03 -0.198
C -6.72 -1.00 0.84 -0.040
C -7.37 0.23 0.83 -0.073
C -7.47 0.98 1.99 -0.077
C -6.92 0.50 3.18 -0.073
C -6.26 -0.72 3.20 -0.047
H -1.87 1.96 0.73 -0.056
H -4.31 1.15 0.88 -0.038
H -3.71 0.50 2.90 -0.034
H -4.07 -1.68 -0.40 -0.032
H -6.64 -1.59 -0.07 0.120
H -7.77 0.60 -0.11 0.097
H -7.97 1.94 1.97 0.100
H -7.01 1.08 4.09 0.107
H -5.83 -1.10 4.13 0.127
C 2.24 -3.25 2.42 -0.106
C 3.41 -3.34 1.46 -0.286
O 2.99 -3.27 0.09 -0.117
H 1.53 -4.05 2.22 0.064
H 2.56 -3.32 3.46 0.078
H 1.71 -2.30 2.30 0.051
H 3.92 -4.29 1.56 0.109
H 4.14 -2.54 1.65 0.113
H 2.56 -2.42 -0.05 0.066
C 5.07 -5.68 -1.56 -0.082
C 4.71 -4.41 -2.31 -0.337
O 3.31 -4.27 -2.51 -0.096
H 4.70 -6.55 -2.09 0.076
H 6.15 -5.77 -1.43 0.075
H 4.61 -5.67 -0.56 0.061
H 5.15 -4.43 -3.31 0.112
H 5.10 -3.54 -1.78 0.095
H 2.91 -4.23 -1.64 0.045
C -0.49 -6.04 5.60 -0.093
C -0.81 -4.57 5.81 -0.325
O -0.58 -3.79 4.65 -0.095
H 0.55 -6.16 5.28 0.073
H -0.64 -6.61 6.51 0.072
H -1.13 -6.46 4.82 0.073
H -0.16 -4.14 6.58 0.110
H -1.84 -4.45 6.15 0.107
H -1.15 -4.12 3.95 0.071
C 3.96 -0.33 -1.47 -0.083
C 4.84 0.06 -2.64 -0.311
O 5.79 -0.95 -2.96 -0.081
H 4.57 -0.55 -0.59 0.080
H 3.26 0.47 -1.23 0.075
H 3.39 -1.23 -1.72 0.060
H 5.42 0.95 -2.39 0.089
H 4.23 0.29 -3.52 0.115
H 5.29 -1.75 -3.18 0.059
C 6.43 4.66 -1.72 -0.083
C 5.40 3.93 -2.56 -0.317
O 4.41 3.29 -1.77 -0.090
H 6.92 3.96 -1.04 0.076
H 7.19 5.13 -2.35 0.075
H 5.96 5.44 -1.12 0.073
H 5.87 3.15 -3.16 0.105
H 4.92 4.63 -3.25 0.091
H 3.97 3.97 -1.25 0.079
C -6.69 4.36 -0.66 -0.084
C -5.71 3.39 -1.29 -0.318
O -6.33 2.17 -1.68 -0.094
H -7.17 3.90 0.21 0.063
H -6.19 5.28 -0.34 0.077
H -7.48 4.63 -1.37 0.075
H -4.94 3.12 -0.57 0.093
H -5.22 3.86 -2.15 0.110
H -7.00 2.37 -2.34 0.083
C 1.59 7.19 -4.64 -0.092
C 2.70 6.46 -3.90 -0.338
O 3.00 7.05 -2.64 -0.087
H 1.87 8.23 -4.79 0.076
H 1.40 6.73 -5.61 0.074
H 0.66 7.17 -4.06 0.072
H 3.62 6.49 -4.47 0.108
H 2.43 5.40 -3.76 0.108
H 2.21 7.03 -2.10 0.079
```

Summary:
Charge: 0
Structure (SMILES): N=[PH2][Si@@H](I)OC(=O)c1ccccc1.CCO.CCO.CCO.CCO.CCO.CCO.CCO
Kohn-Sham gap (Eh): 0.32794
E_HOMO (hartree): -0.3175
Max |F| (eV/A): 0.8

Entry 3:
ORCA calculation (ωB97M-V with the def2-TZVPD basis set) on C12H40BInO11 as an isolated structure in a non-equilibrium geometry.

```
65
Properties=species:S:1:pos:R:3:nbo_charge:R:1
In -21.99 -3.49 -19.89 1.399
B -19.91 -1.38 -19.83 -0.827
H -19.69 -2.16 -20.67 0.071
H -21.02 -1.00 -19.88 0.113
H -19.85 -2.06 -18.90 0.058
H -19.23 -0.43 -19.87 0.112
C -20.11 2.50 -19.67 -0.630
C -21.64 2.30 -19.63 -0.057
O -22.12 3.19 -18.63 -0.694
H -19.58 2.15 -18.78 0.199
H -19.81 3.52 -19.86 0.245
H -19.71 1.87 -20.48 0.192
H -21.86 1.26 -19.40 0.127
H -22.13 2.51 -20.58 0.193
H -21.99 2.81 -17.76 0.468
C -18.48 -4.86 -18.96 -0.115
C -18.82 -5.56 -20.24 -0.100
O -19.50 -4.71 -21.19 -0.740
O -19.71 -4.62 -18.25 -0.747
H -17.99 -3.91 -19.15 0.198
H -17.75 -5.51 -18.48 0.220
H -19.50 -6.41 -20.08 0.194
H -17.93 -5.99 -20.71 0.205
H -19.34 -5.03 -22.08 0.500
H -19.51 -4.81 -17.32 0.510
C -18.57 -0.80 -14.84 -0.099
C -18.65 -0.94 -16.35 -0.111
O -19.78 -0.21 -16.86 -0.746
O -19.69 -1.34 -14.15 -0.706
H -18.39 0.23 -14.50 0.194
H -17.64 -1.30 -14.55 0.199
H -18.71 -2.01 -16.60 0.158
H -17.73 -0.54 -16.77 0.198
H -19.70 -0.21 -17.82 0.488
H -20.29 -0.58 -14.08 0.472
C -23.09 -0.73 -17.35 -0.088
C -22.59 -1.87 -16.42 -0.087
O -21.48 -2.48 -17.05 -0.662
O -23.48 -1.34 -18.59 -0.752
H -22.28 -0.02 -17.53 0.191
H -23.95 -0.25 -16.89 0.213
H -23.34 -2.67 -16.41 0.213
H -22.33 -1.37 -15.49 0.223
H -20.71 -1.90 -16.84 0.524
H -24.06 -0.72 -19.05 0.509
C -21.85 -3.77 -23.83 -0.101
C -20.95 -2.61 -23.40 -0.098
O -21.64 -1.88 -22.40 -0.709
O -22.01 -4.62 -22.68 -0.741
H -21.38 -4.29 -24.66 0.209
H -22.80 -3.35 -24.16 0.194
H -20.65 -1.95 -24.20 0.219
H -20.05 -3.09 -23.00 0.182
H -21.93 -1.04 -22.78 0.511
H -22.43 -5.41 -23.06 0.507
C -17.18 -1.80 -22.19 -0.105
C -16.09 -1.43 -21.13 -0.084
O -16.55 -1.73 -19.83 -0.647
O -18.19 -0.80 -22.22 -0.603
H -17.66 -2.77 -22.01 0.194
H -16.74 -1.78 -23.19 0.229
H -15.77 -0.38 -21.09 0.218
H -15.19 -2.02 -21.30 0.219
H -17.46 -1.40 -19.72 0.473
H -18.88 -1.03 -21.56 0.513
```

Summary:
Charge: +2
Energy relative to the best compared isomer or geometry (same formula, charge and spin) (kcal per mole): 2.0
Kohn-Sham gap (Eh): 0.08888
E_HOMO (hartree): -0.5427
Max |F| (eV/A): 2.0

Entry 4:
ORCA calculation (ωB97M-V with the def2-TZVPD basis set) on C22H43CeN2P3Se as an isolated structure in a non-equilibrium geometry.

```
72
Properties=species:S:1:pos:R:3:lowdin_spin:R:1
Ce -1.03 -1.73 -0.43 1.030
P -0.08 0.97 1.11 -0.005
P -3.00 0.43 -0.52 -0.005
P 2.49 -0.56 -0.65 -0.003
H -1.70 -3.46 -4.89 0.000
C -0.82 -3.89 -4.39 0.000
C -0.57 -3.55 -3.10 0.000
H -1.24 -2.80 -2.65 0.000
C 0.22 2.67 0.46 -0.001
C -1.31 1.53 2.37 -0.001
C 1.32 0.99 2.31 -0.001
C -3.54 -0.47 -2.02 -0.001
C -4.45 0.33 0.60 -0.001
C -3.00 2.18 -1.08 -0.001
C 3.18 -1.39 -2.13 0.000
C 3.73 -1.22 0.54 -0.001
C 3.22 1.08 -1.06 -0.001
H -0.20 -4.56 -4.96 0.000
H 0.17 -4.00 -2.41 0.000
H 0.32 3.35 1.33 0.000
H -0.61 3.01 -0.16 0.000
H 1.14 2.73 -0.13 0.000
H -0.93 2.48 2.77 0.000
H -1.38 0.80 3.18 0.000
H -2.31 1.68 1.94 0.000
H 1.17 1.83 3.00 0.000
H 2.30 1.11 1.82 0.000
H 1.34 0.06 2.89 0.000
H -4.64 -0.43 -2.00 0.000
H -3.27 -1.55 -2.06 0.000
H -3.17 0.00 -2.94 0.000
H -5.30 0.87 0.16 0.000
H -4.21 0.76 1.59 0.000
H -4.71 -0.73 0.76 0.000
H -4.03 2.46 -1.36 0.000
H -2.32 2.29 -1.95 0.000
H -2.65 2.86 -0.28 0.000
H 4.25 -1.14 -2.23 0.000
H 2.68 -1.08 -3.06 0.000
H 3.05 -2.49 -2.03 0.000
H 4.66 -1.49 0.00 0.000
H 3.31 -2.14 0.99 0.000
H 3.96 -0.50 1.34 0.000
H 4.25 0.93 -1.45 0.000
H 3.27 1.77 -0.20 0.000
H 2.62 1.55 -1.86 0.000
C -0.21 0.56 -4.93 0.000
C -0.83 -0.56 -5.46 0.000
C -0.50 -0.99 -6.76 0.000
C 0.44 -0.27 -7.49 0.000
C 1.05 0.91 -7.01 0.000
C 0.75 1.28 -5.71 0.000
Se 0.00 0.77 -3.00 -0.001
H 1.55 0.47 -3.10 0.000
H -1.39 -1.20 -4.79 0.000
H -1.00 -1.87 -7.16 0.000
H 0.72 -0.57 -8.50 0.000
H 1.80 1.49 -7.58 0.000
H 1.38 1.99 -5.16 0.000
N 1.83 -3.72 1.21 0.000
C 0.89 -3.28 2.10 0.000
C 0.93 -3.50 3.46 0.000
C 0.01 -2.85 4.31 0.000
C -1.00 -2.10 3.70 0.000
C -1.08 -2.02 2.32 -0.001
N -0.11 -2.57 1.54 -0.005
H 1.48 -3.95 0.29 0.000
H 2.55 -4.31 1.55 0.000
H 1.74 -4.11 3.86 0.000
H 0.00 -2.97 5.40 0.000
H -1.80 -1.61 4.25 0.000
H -2.03 -1.65 1.82 0.000
```

Summary:
Charge: +3
Energy relative to the best compared isomer or geometry (same formula, charge and spin) (kcal per mole): 0.0
Multiplicity: 2
Kohn-Sham gap (alpha / beta) (Eh): 0.23491 / 0.23830
E_HOMO (alpha / beta) (hartree): -0.5931 / -0.5932
Expectation value of S²: 0.75
Max |F| (eV/A): 3.0

- Which of these has the lowest max |F|?
  C4H7NO2